Entry from the Open Molecules 2025 dataset: the molecule C25H33N3O5S in a non-equilibrium geometry (ωB97M-V/def2-TZVPD).

ΔE to the lowest compared entry with this formula, charge and spin   70.8 kcal per mole
LUMO   0.61 eV
M   487.6 g mol⁻¹

Positions of all 67 atoms, in Å:
1 C 7.31 -1.82 4.30
2 H 7.25 -1.19 3.41
3 H 7.29 -2.87 4.01
4 O 6.28 -1.52 5.21
5 C 5.00 -1.71 4.82
6 C 4.61 -2.17 3.56
7 C 3.27 -2.35 3.26
8 C 2.28 -2.08 4.19
9 C 2.67 -1.60 5.44
10 C 4.00 -1.42 5.75
11 H 4.30 -1.04 6.72
12 H 1.90 -1.37 6.17
13 O 0.94 -2.19 3.94
14 C 0.44 -3.50 3.73
15 H 0.47 -4.07 4.67
16 H 1.00 -4.04 2.97
17 H -0.60 -3.38 3.42
18 S 2.95 -2.90 1.58
19 O 4.08 -2.52 0.78
20 O 2.58 -4.29 1.58
21 N 1.59 -2.02 1.16
22 C 1.84 -0.61 1.00
23 C 0.51 0.14 1.04
24 H 0.04 -0.01 2.01
25 H 0.68 1.21 0.90
26 C -0.43 -0.39 -0.05
27 C -1.79 0.30 0.06
28 O -2.13 0.87 1.08
29 N -2.62 0.20 -1.00
30 C -2.36 -0.36 -2.31
31 H -3.10 -1.15 -2.51
32 C -2.53 0.73 -3.38
33 N -3.87 1.26 -3.31
34 C -4.09 1.87 -2.01
35 C -3.94 0.80 -0.93
36 H -4.69 0.01 -1.09
37 H -4.06 1.22 0.07
38 H -3.38 2.69 -1.80
39 H -5.11 2.27 -1.97
40 C -4.24 2.11 -4.43
41 C -3.42 3.38 -4.56
42 C -2.25 3.39 -5.30
43 C -1.47 4.53 -5.37
44 C -1.85 5.67 -4.70
45 C -3.02 5.68 -3.96
46 C -3.80 4.54 -3.89
47 H -4.72 4.55 -3.33
48 H -3.33 6.57 -3.44
49 H -1.24 6.56 -4.75
50 H -0.56 4.52 -5.95
51 H -1.94 2.50 -5.83
52 H -5.30 2.37 -4.31
53 H -4.13 1.51 -5.34
54 H -1.76 1.51 -3.22
55 H -2.38 0.29 -4.37
56 H -1.37 -0.78 -2.38
57 C -0.60 -1.90 0.15
58 C 0.77 -2.58 0.12
59 H 1.24 -2.44 -0.87
60 H 0.68 -3.65 0.31
61 H -1.06 -2.07 1.12
62 H -1.24 -2.33 -0.62
63 H 0.03 -0.19 -1.03
64 H 2.37 -0.42 0.05
65 H 2.49 -0.29 1.82
66 H 5.32 -2.39 2.78
67 H 8.24 -1.61 4.83


Entry from the Open Molecules 2025 dataset: the molecule C25H33N3O6 in a non-equilibrium geometry (ωB97M-V/def2-TZVPD).

ΔE to the lowest compared entry with this formula, charge and spin   48.6 kcal per mole
LUMO   0.69 eV
M   471.6 g mol⁻¹

Positions of all 67 atoms, in Å:
1 C -6.56 0.01 2.94
2 C -5.20 0.18 3.63
3 O -4.23 -0.74 3.16
4 C -3.63 -0.54 1.96
5 C -2.76 -1.55 1.55
6 C -2.08 -1.45 0.35
7 C -2.24 -0.33 -0.46
8 C -3.11 0.66 -0.06
9 C -3.81 0.57 1.13
10 H -4.47 1.37 1.40
11 H -3.27 1.53 -0.69
12 C -1.53 -0.24 -1.80
13 N -0.24 -0.94 -1.82
14 C 0.65 -0.74 -0.82
15 O 0.47 0.08 0.07
16 C 1.91 -1.60 -0.82
17 N 2.72 -1.24 0.31
18 C 4.04 -0.98 0.17
19 O 4.66 -1.19 -0.86
20 C 4.68 -0.46 1.39
21 C 6.00 -0.15 1.62
22 C 6.07 0.30 2.95
23 C 4.80 0.24 3.44
24 O 3.96 -0.22 2.51
25 H 4.39 0.48 4.40
26 H 6.95 0.63 3.48
27 H 6.80 -0.24 0.91
28 H 2.22 -0.88 1.11
29 H 2.52 -1.43 -1.71
30 H 1.62 -2.65 -0.78
31 C -0.05 -1.87 -2.90
32 H 1.01 -2.07 -3.04
33 C -0.77 -3.20 -2.66
34 O -0.21 -3.83 -1.53
35 C -0.83 -5.05 -1.22
36 H -0.32 -5.44 -0.34
37 H -1.90 -4.91 -0.99
38 H -0.74 -5.77 -2.04
39 H -1.84 -3.03 -2.50
40 H -0.65 -3.84 -3.55
41 H -0.44 -1.42 -3.82
42 H -2.16 -0.74 -2.55
43 C -1.35 1.21 -2.31
44 O -1.76 1.53 -3.41
45 N -0.72 2.01 -1.45
46 H -0.37 1.61 -0.59
47 C -0.39 3.39 -1.74
48 H -0.87 3.63 -2.69
49 C -0.88 4.30 -0.60
50 C 0.34 4.46 0.30
51 H 0.26 5.32 0.97
52 C 1.48 4.61 -0.70
53 H 2.46 4.43 -0.26
54 H 1.47 5.62 -1.12
55 C 1.14 3.59 -1.79
56 H 1.47 3.91 -2.78
57 H 1.63 2.63 -1.58
58 H 0.48 3.56 0.90
59 H -1.74 3.87 -0.08
60 H -1.17 5.27 -1.00
61 H -1.41 -2.24 0.06
62 H -2.64 -2.40 2.19
63 H -4.84 1.21 3.53
64 H -5.30 -0.05 4.69
65 H -6.48 0.20 1.88
66 H -6.91 -1.01 3.08
67 H -7.28 0.70 3.37


Entry from the Open Molecules 2025 dataset: a structure of composition C25H33O2STi in a non-equilibrium geometry (ωB97M-V/def2-TZVPD).

ΔE to the lowest compared entry with this formula, charge and spin   0.0 kcal per mole
LUMO (spin up / spin down)   0.47 / 0.47 eV
M   445.5 g mol⁻¹
Spin multiplicity   2

Positions of all 62 atoms, in Å:
1 O -0.37 -0.47 0.04
2 C -1.28 0.75 0.16
3 C -2.53 -0.07 -0.02
4 H -1.05 1.45 -0.66
5 H -1.17 1.21 1.15
6 C -1.60 -1.25 -0.31
7 H -3.18 0.23 -0.85
8 H -3.11 -0.16 0.90
9 C -1.62 -1.60 -1.79
10 H -1.37 -0.72 -2.40
11 H -2.62 -1.95 -2.07
12 H -0.91 -2.41 -1.99
13 C -1.79 -2.46 0.57
14 H -1.98 -2.15 1.61
15 H -0.90 -3.10 0.54
16 H -2.65 -3.04 0.21
17 Ti 1.64 -0.80 0.80
18 C 2.47 -1.53 2.79
19 C 2.41 -0.10 2.84
20 C 1.03 0.28 2.78
21 H 3.24 0.57 3.01
22 C 0.24 -0.91 2.75
23 C 1.13 -2.04 2.72
24 H 0.83 -3.08 2.74
25 H 3.38 -2.12 2.89
26 H 0.66 1.31 2.84
27 H -0.83 -0.95 2.90
28 C 3.59 -1.76 0.11
29 C 2.68 -2.85 0.32
30 C 1.59 -2.72 -0.60
31 H 2.83 -3.69 1.00
32 C 1.83 -1.54 -1.39
33 C 3.07 -0.96 -0.97
34 H 3.59 -0.15 -1.47
35 H 4.57 -1.64 0.56
36 H 0.80 -3.44 -0.76
37 H 1.25 -1.19 -2.24
38 O -4.75 1.25 -1.57
39 C -5.86 0.34 -1.73
40 C -7.09 1.11 -2.24
41 H -6.06 -0.15 -0.76
42 H -5.56 -0.44 -2.44
43 C -6.70 2.61 -2.12
44 H -8.00 0.88 -1.68
45 H -7.25 0.84 -3.29
46 C -5.17 2.58 -1.96
47 H -7.15 3.04 -1.22
48 H -7.02 3.20 -2.99
49 H -4.82 3.28 -1.18
50 H -4.67 2.86 -2.91
51 S 2.46 1.44 0.31
52 C 4.19 1.69 0.52
53 C 4.74 2.84 -0.10
54 C 6.11 3.10 -0.01
55 C 6.95 2.24 0.71
56 C 6.41 1.12 1.34
57 C 5.05 0.85 1.27
58 H 4.08 3.50 -0.65
59 H 6.52 3.98 -0.51
60 H 8.01 2.46 0.79
61 H 7.05 0.44 1.91
62 H 4.66 -0.02 1.79


Entry from the Open Molecules 2025 dataset: the molecule C25H34BF3 in a non-equilibrium geometry (ωB97M-V/def2-TZVPD).

LUMO   -0.51 eV
M   402.4 g mol⁻¹

Positions of all 63 atoms, in Å:
1 F -1.17 -0.12 1.40
2 B 0.18 -0.16 1.69
3 F 0.66 0.83 2.48
4 F 0.73 -1.40 1.84
5 C 0.77 0.36 -0.09
6 C 2.15 0.54 -0.22
7 C 3.08 -0.61 -0.36
8 H 0.37 -0.52 -0.62
9 H 0.16 1.25 -0.23
10 H 2.62 1.53 -0.14
11 H 3.64 -0.73 0.60
12 H 2.47 -1.52 -0.48
13 C 8.10 -5.24 -4.78
14 C 6.91 -4.44 -4.33
15 C 6.40 -3.42 -5.13
16 C 5.28 -2.69 -4.75
17 C 4.87 -1.64 -5.75
18 C 4.62 -2.99 -3.55
19 C 3.30 -2.29 -3.16
20 C 2.20 -2.56 -4.19
21 C 3.46 -0.78 -2.87
22 C 4.10 -0.48 -1.50
23 C 4.91 0.82 -1.43
24 C 6.09 0.79 -0.67
25 C 6.66 -0.51 -0.18
26 C 6.80 1.96 -0.41
27 C 6.38 3.19 -0.92
28 C 7.10 4.45 -0.54
29 C 5.29 3.20 -1.79
30 C 4.53 2.04 -2.04
31 C 3.39 2.20 -3.01
32 C 5.13 -4.02 -2.74
33 C 4.45 -4.45 -1.46
34 C 6.27 -4.72 -3.13
35 H 8.36 -5.98 -4.02
36 H 7.90 -5.77 -5.72
37 H 8.97 -4.60 -4.95
38 H 6.88 -3.19 -6.08
39 H 4.01 -1.03 -5.47
40 H 5.71 -0.95 -5.95
41 H 4.64 -2.11 -6.72
42 H 2.95 -2.74 -2.22
43 H 2.04 -3.65 -4.25
44 H 1.25 -2.10 -3.87
45 H 2.46 -2.20 -5.18
46 H 4.11 -0.35 -3.63
47 H 2.47 -0.30 -2.93
48 H 4.79 -1.32 -1.33
49 H 7.63 -0.33 0.29
50 H 6.02 -1.00 0.57
51 H 6.83 -1.21 -1.00
52 H 7.71 1.91 0.19
53 H 6.66 5.32 -1.04
54 H 7.05 4.62 0.55
55 H 8.16 4.41 -0.81
56 H 5.01 4.13 -2.29
57 H 3.25 3.26 -3.24
58 H 3.61 1.70 -3.97
59 H 2.43 1.83 -2.62
60 H 5.03 -5.27 -1.01
61 H 4.40 -3.65 -0.71
62 H 3.43 -4.83 -1.63
63 H 6.65 -5.51 -2.49


Which of these has the lowest M?
C25H34BF3